Record 1
51
Properties=species:S:1:pos:R:3:forces:R:3:nbo_charge:R:1 method="wB97M-V/def2-TZVPD" orbital_gap_ev=8.077 lumo_ev=-3.8 charge=+1 e_above_lowest_kcal_mol=8.5 spin_multiplicity=1
Pd 0.025833 0.855191 -0.201967 0.93 -0.22 0.47 0.764
O 2.649213 -1.018279 -3.184771 -0.34 0.14 0.27 -0.634
C 1.986362 -0.443922 -2.187026 0.58 -0.07 -0.23 0.792
O 0.832506 -0.074973 -2.245757 -0.28 -0.26 -0.41 -0.609
C 2.789702 -0.233968 -0.947567 0.17 -0.29 -0.26 0.065
C 4.123511 -0.533474 -0.720950 -0.22 0.13 -0.02 -0.173
C 4.650773 -0.209438 0.529207 -0.11 0.05 -0.01 -0.144
C 3.844716 0.388431 1.488566 -0.13 -0.04 -0.10 -0.164
C 2.512434 0.632699 1.174938 0.12 0.01 0.34 0.118
N 2.030397 0.311290 -0.014821 -0.32 0.38 0.72 -0.453
C 1.515978 1.279398 2.144513 0.14 0.10 -0.06 0.738
O 1.873769 1.671788 3.223430 0.18 -0.16 -0.04 -0.554
O 0.287864 1.381743 1.699491 -0.27 0.00 -0.26 -0.701
H 2.047245 -1.116382 -3.940801 0.04 0.00 -0.02 0.516
H 4.723007 -0.985789 -1.496511 0.01 -0.02 -0.01 0.254
H 5.689546 -0.417779 0.744433 0.01 -0.01 0.01 0.245
H 4.201972 0.666868 2.468988 0.05 0.01 0.03 0.267
Cl -1.899231 -1.560074 -0.628325 -0.05 0.06 0.13 0.026
C -3.309963 -0.755030 0.008091 -0.14 0.12 -0.02 0.011
C -4.381717 -1.540629 0.400230 0.08 0.19 -0.02 -0.227
C -5.536224 -0.927824 0.865123 0.02 -0.02 -0.01 -0.151
C -5.626347 0.454024 0.930547 -0.06 -0.07 0.02 -0.222
C -4.555295 1.234109 0.539064 0.17 -0.03 0.03 -0.095
C -3.377595 0.643120 0.075294 -0.06 -0.20 0.00 -0.464
P -1.998655 1.678544 -0.423227 -0.08 0.00 -0.34 1.190
C -2.273186 3.345930 0.172112 -0.10 -0.07 -0.17 -0.334
C -1.965786 3.639324 1.498243 0.11 -0.11 0.12 -0.206
C -2.205136 4.912001 1.986113 -0.01 0.05 0.01 -0.188
C -2.744768 5.886181 1.157652 0.01 0.00 0.01 -0.170
C -3.048639 5.593945 -0.164575 0.00 -0.01 0.01 -0.209
C -2.815293 4.322732 -0.662514 -0.04 -0.03 -0.06 -0.204
C -1.843150 1.644688 -2.218129 -0.20 0.15 -0.10 -0.424
C -0.822980 2.421628 -2.780091 -0.14 0.13 0.02 -0.131
C -0.543613 2.313962 -4.132141 -0.01 0.03 0.04 -0.228
C -1.268252 1.431730 -4.920497 0.02 0.01 0.00 -0.177
C -2.275533 0.655734 -4.365187 0.02 -0.01 -0.03 -0.188
C -2.562652 0.754597 -3.015996 -0.03 0.13 0.15 -0.183
H -4.308368 -2.614502 0.339865 0.01 -0.10 -0.01 0.243
H -6.370765 -1.540205 1.175669 -0.02 -0.02 0.01 0.235
H -6.528852 0.923682 1.291576 -0.05 0.02 0.02 0.235
H -4.619504 2.311818 0.606019 0.01 0.02 -0.01 0.225
H -1.520993 2.883779 2.135345 -0.01 0.03 -0.01 0.254
H -1.962518 5.144883 3.012675 0.01 0.01 0.04 0.232
H -2.926236 6.879757 1.543805 -0.01 0.02 0.01 0.230
H -3.469091 6.354024 -0.807077 -0.01 0.03 -0.03 0.230
H -3.056195 4.092429 -1.693316 0.01 -0.01 0.01 0.226
H -0.273919 3.130822 -2.163953 -0.03 -0.10 -0.06 0.221
H 0.233057 2.924231 -4.569652 0.04 0.03 -0.03 0.228
H -1.052590 1.352688 -5.976098 0.02 0.01 -0.07 0.228
H -2.839585 -0.024066 -4.986984 -0.03 -0.03 -0.02 0.229
H -3.348554 0.150263 -2.581558 -0.01 0.01 -0.03 0.229

---

Record 2
56
Properties=species:S:1:pos:R:3:forces:R:3:nbo_charge:R:1 method="wB97M-V/def2-TZVPD" orbital_gap_ev=3.564 lumo_ev=4.3 charge=-2 e_above_lowest_kcal_mol=62.3 spin_multiplicity=1
C 3.041732 -2.713636 2.210903 0.09 -0.19 0.31 -0.624
C 2.641514 -1.853555 1.049740 -0.28 0.62 0.28 -0.075
O 1.813744 -0.790372 1.607584 0.33 -0.41 -0.66 -0.518
C 1.287485 0.005648 0.658807 -1.05 0.39 -0.57 0.783
C 0.754190 1.319661 1.248200 -3.17 -4.02 1.52 -0.536
S -0.960033 1.718022 0.599137 1.94 0.20 1.33 2.166
C -1.860679 0.268318 1.203717 -0.10 0.06 -0.20 -0.223
C -2.145185 -0.780101 0.331817 0.08 -0.16 0.18 -0.215
C -2.724160 -1.948340 0.835747 -0.04 0.17 0.06 -0.230
C -3.043552 -2.045897 2.192430 0.10 0.19 -0.08 -0.212
C -2.803936 -0.963830 3.044721 -0.02 0.09 -0.17 -0.222
C -2.223429 0.205995 2.548845 0.09 -0.23 0.00 -0.208
O -1.372942 2.849731 1.396781 -0.50 -0.27 -0.49 -0.934
O -1.008084 1.717545 -0.835427 -0.51 -0.02 -0.07 -0.929
O 1.309749 -0.247436 -0.526742 0.23 -0.28 0.03 -0.643
H 3.715817 -3.501638 1.871591 0.05 -0.06 -0.01 0.189
H 3.549763 -2.122124 2.977874 -0.11 -0.04 -0.10 0.236
H 2.160469 -3.183330 2.658040 0.09 0.06 0.02 0.200
H 3.507492 -1.377064 0.573248 -0.22 -0.12 -0.01 0.203
H 2.058158 -2.407465 0.305965 0.16 0.16 0.06 0.180
H 0.531145 1.118994 2.317809 -0.16 -0.07 -0.34 0.251
H -1.898466 -0.687999 -0.724470 0.09 0.03 0.26 0.248
H -2.917845 -2.781457 0.159124 0.02 0.18 0.20 0.203
H -3.481078 -2.964625 2.587158 0.11 0.24 -0.11 0.200
H -3.062869 -1.024055 4.102588 0.06 -0.01 -0.28 0.211
H -2.033838 1.057388 3.200326 0.05 -0.15 -0.15 0.257
O 4.092841 1.513402 1.160326 0.98 0.08 -0.76 -0.638
C 3.089381 1.994724 1.625828 -0.30 -0.59 1.71 0.438
Co 2.698621 2.733923 3.400498 -2.13 -0.47 -2.46 -0.071
C 1.781682 2.235504 1.089655 1.97 0.44 1.89 -0.123
O 1.496192 3.189640 0.212444 0.31 2.76 -1.68 -0.502
C 2.609601 1.199727 4.162180 1.46 1.08 -0.03 0.524
O 2.518257 0.169790 4.685884 -0.47 -0.51 0.09 -0.619
C 3.572861 4.622313 2.837952 1.33 -0.94 -2.56 -0.363
C 4.988840 4.749098 3.141622 0.12 0.21 -0.21 0.063
C 5.539511 4.003416 4.205318 0.36 0.22 0.14 -0.209
C 6.893155 4.114358 4.526901 -0.40 0.17 -0.25 -0.224
C 7.717243 4.983826 3.805665 -0.05 0.09 -0.16 -0.267
C 7.178730 5.736610 2.753317 -0.12 -0.17 0.16 -0.228
C 5.826056 5.624905 2.420847 0.17 -0.25 0.30 -0.246
C 2.616858 4.568929 1.863044 3.38 -0.98 1.01 -0.089
C 2.359352 4.292373 0.462604 0.22 0.62 -2.28 -0.142
Co 1.922815 5.027365 3.399568 -3.24 2.31 2.24 -0.136
C 1.314528 3.479261 4.390322 -0.83 -0.92 1.57 0.377
O 0.482698 3.240017 5.193233 0.41 0.35 -0.73 -0.616
C 0.412671 5.573557 2.732504 -1.53 0.32 0.15 0.578
O -0.587473 6.002288 2.334744 0.91 -0.27 0.04 -0.571
C 2.245770 6.259729 4.577625 -0.08 0.01 1.23 0.536
O 2.469910 7.088278 5.355710 0.06 0.00 -0.44 -0.594
H 4.887108 3.332574 4.777986 0.17 0.27 -0.41 0.244
H 7.290073 3.514800 5.347092 -0.01 0.17 -0.19 0.194
H 8.773034 5.074210 4.065588 -0.21 0.00 -0.11 0.186
H 7.813777 6.417569 2.185214 -0.07 -0.14 0.13 0.188
H 5.394502 6.211219 1.605528 0.16 -0.17 0.25 0.204
H 1.853657 5.146784 -0.008084 0.16 0.04 0.12 0.193
H 3.298088 4.123535 -0.101428 -0.08 -0.03 0.22 0.158

---

Record 3
69
Properties=species:S:1:pos:R:3:forces:R:3:nbo_charge:R:1 method="wB97M-V/def2-TZVPD" orbital_gap_ev=7.163 lumo_ev=-1.2 e_above_lowest_kcal_mol=22.6 spin_multiplicity=1
Ti 0.747433 -0.052619 0.562576 0.54 -0.10 -1.26 1.957
C 2.807875 -1.316240 -1.596875 -0.03 0.07 0.02 -0.408
N 2.912537 -0.462057 -0.403227 -0.06 0.20 0.20 -0.464
C 3.672975 -1.160715 0.642391 -0.02 -0.06 -0.11 -0.234
C 2.755258 -2.199136 1.310594 0.00 -0.04 -0.08 -0.217
N 1.389941 -1.946936 0.876826 -0.10 0.13 0.04 -0.770
C 0.591140 -3.037727 0.586127 0.17 0.33 0.06 0.050
C 0.519192 -4.239089 1.279471 -0.03 -0.16 0.14 0.310
F 1.262528 -4.430943 2.375694 0.02 0.02 -0.01 -0.294
C -0.353378 -5.243519 0.891458 0.03 -0.03 0.08 0.290
F -0.408811 -6.374545 1.590845 0.01 -0.01 -0.01 -0.281
C -1.190570 -5.074878 -0.196603 -0.03 0.00 -0.02 0.268
F -2.042921 -6.035877 -0.547165 -0.01 -0.02 -0.01 -0.281
C -1.141568 -3.890257 -0.911680 -0.03 -0.01 0.01 0.281
F -1.944531 -3.689922 -1.956228 0.00 0.00 -0.02 -0.286
C -0.253152 -2.926233 -0.508546 -0.05 0.07 -0.12 0.346
F -0.190361 -1.741989 -1.178951 -0.11 -0.07 -0.08 -0.314
C 3.513457 0.833907 -0.743994 0.06 -0.16 0.07 -0.226
C 2.431382 1.675584 -1.346319 -0.14 0.13 0.04 -0.227
N 1.242756 1.586678 -0.474893 -0.18 0.24 -0.08 -0.774
C 0.477906 2.775640 -0.461876 0.25 -0.43 -0.06 0.105
C 0.381068 3.682570 -1.520458 -0.07 0.10 -0.11 0.293
F 0.955956 3.435591 -2.708832 0.07 -0.05 0.00 -0.304
C -0.372830 4.843256 -1.448036 0.04 -0.02 -0.06 0.282
F -0.415871 5.663870 -2.494648 0.01 0.00 -0.01 -0.280
C -1.105417 5.135490 -0.317803 -0.05 0.05 0.04 0.262
F -1.841939 6.239446 -0.248668 0.00 0.02 0.00 -0.277
C -1.084850 4.235662 0.730416 -0.01 -0.04 0.03 0.324
F -1.820430 4.453815 1.817933 -0.01 0.01 0.01 -0.286
C -0.315490 3.096319 0.637614 -0.07 0.04 0.08 0.280
F -0.402674 2.214641 1.646536 0.10 0.06 0.10 -0.278
H 3.806782 -1.510818 -1.999960 0.00 0.01 -0.03 0.197
H 2.206478 -0.829296 -2.363727 0.00 -0.01 0.00 0.210
H 2.338224 -2.260173 -1.338660 0.02 -0.03 0.00 0.224
H 4.016409 -0.419328 1.358473 -0.04 0.00 0.03 0.233
H 4.553678 -1.640108 0.202463 0.03 0.00 0.02 0.198
H 2.859754 -2.115483 2.395753 -0.03 -0.03 0.03 0.208
H 3.049592 -3.215121 1.039543 0.02 0.00 -0.03 0.204
H 4.361445 0.720332 -1.428548 0.01 -0.04 0.00 0.196
H 3.854016 1.293168 0.179684 -0.01 0.04 -0.01 0.252
H 2.185395 1.346184 -2.360037 0.04 0.02 -0.03 0.188
H 2.787496 2.700768 -1.431240 -0.01 0.07 0.05 0.219
N 0.462451 -0.524097 3.958584 0.01 -0.06 -0.06 -0.572
C 1.449938 0.303155 3.504135 -0.25 -0.15 0.08 0.490
N 2.301257 0.921355 4.284078 0.29 0.13 -0.13 -0.356
N 3.069532 1.644176 3.427486 -0.18 0.03 0.16 -0.039
N 2.693446 1.500199 2.222960 -0.09 -0.24 -0.02 -0.101
N 1.644602 0.596450 2.207643 0.38 0.35 0.43 -0.581
C -0.554183 -0.984297 3.162588 0.32 0.11 0.18 0.483
N -1.492138 -1.805870 3.565047 -0.26 -0.12 -0.19 -0.352
N -2.229867 -2.031925 2.448420 0.13 0.01 0.12 -0.055
N -1.762723 -1.391842 1.448373 -0.02 0.03 0.21 -0.120
N -0.674186 -0.662155 1.872164 -0.78 -0.24 0.22 -0.574
H 0.420483 -0.713267 4.945962 -0.01 0.00 0.01 0.441
N -5.848941 0.494001 -2.628531 0.05 0.03 0.04 -0.810
C -4.809512 1.327707 -2.880165 -0.08 0.10 0.07 0.645
O -4.842773 2.231240 -3.686839 0.04 -0.09 -0.09 -0.579
C -3.582283 1.073922 -2.046077 -0.05 -0.04 -0.05 -0.070
C -2.358377 0.868171 -2.667315 0.04 0.09 -0.01 -0.179
C -1.252329 0.648240 -1.877094 0.01 0.01 0.04 0.066
N -1.297606 0.613857 -0.538243 0.11 -0.27 0.05 -0.515
C -2.470985 0.847064 0.050129 0.07 0.12 0.02 0.109
C -3.632303 1.083288 -0.664144 -0.02 -0.05 0.04 -0.241
H -6.691793 0.600536 -3.167177 0.00 0.01 0.00 0.413
H -5.757811 -0.286895 -2.003800 -0.01 -0.01 -0.02 0.404
H -2.267112 0.895384 -3.744218 -0.02 0.00 0.01 0.237
H -0.278698 0.500392 -2.326868 0.00 -0.02 0.00 0.210
H -2.478358 0.859333 1.128475 -0.01 -0.01 -0.01 0.232
H -4.555613 1.271965 -0.132999 0.00 0.00 -0.01 0.238

---

Record 4
56
Properties=species:S:1:pos:R:3:forces:R:3:lowdin_spin:R:1 method="wB97M-V/def2-TZVPD" orbital_gap_ev="5.275 / 5.287" lumo_ev="-0.4 / -0.7" e_above_lowest_kcal_mol=26.5 spin_multiplicity=2
V 0.104088 -0.230071 -0.254975 2.79 0.21 -2.33 0.508
C -2.100171 1.350519 -3.548835 0.21 -0.18 0.17 0.014
C -2.736918 2.443365 -2.957314 -0.06 0.15 0.23 -0.012
C -2.557622 2.671792 -1.611087 -0.15 -0.03 -0.26 0.012
C -1.750783 1.805890 -0.874621 0.03 0.23 0.40 -0.009
N -1.160238 0.722838 -1.447727 -1.02 0.65 0.29 0.004
C -1.333335 0.520196 -2.762884 -0.17 -0.07 -0.64 -0.013
C -1.333177 2.015698 0.494540 -0.59 0.40 -0.36 0.050
C -1.826188 2.944149 1.386873 0.26 -0.09 0.12 0.001
C -1.240696 3.056156 2.650601 -0.08 0.07 0.05 0.081
C -0.185007 2.209952 2.998631 -0.04 -0.01 -0.20 -0.004
C 0.246743 1.258502 2.095849 0.35 0.10 0.58 0.076
N -0.310753 1.176348 0.847853 -0.51 0.71 0.54 0.095
C 1.216943 0.202946 2.317966 -0.23 0.30 0.01 0.043
C 2.054576 0.087435 3.424760 0.16 -0.09 0.13 0.012
C 2.864927 -1.021758 3.546732 -0.16 0.18 -0.04 0.035
C 2.805419 -2.010136 2.566783 -0.05 -0.06 -0.15 0.025
C 1.972876 -1.821430 1.484077 0.22 -0.32 0.04 0.025
N 1.220882 -0.726929 1.324528 0.35 -0.08 1.65 0.038
H -2.190602 1.154886 -4.607317 -0.01 -0.05 0.00 0.001
H -3.345705 3.112569 -3.550202 0.00 0.01 0.01 -0.001
H -3.009003 3.527178 -1.128560 0.02 0.00 0.00 0.001
H -0.828092 -0.342885 -3.176611 0.02 -0.01 0.06 -0.001
H -2.657788 3.575869 1.108571 0.01 0.02 -0.01 -0.002
H -1.614409 3.784083 3.356512 0.03 0.00 0.01 0.006
H 0.276486 2.283009 3.973972 -0.03 -0.04 0.02 -0.002
H 2.067387 0.867518 4.173094 -0.02 -0.01 -0.01 0.000
H 3.527949 -1.125282 4.394975 0.00 0.00 0.01 0.002
H 3.402625 -2.907618 2.633460 -0.01 0.00 -0.02 0.001
H 1.907119 -2.565212 0.701623 0.00 0.04 -0.06 0.001
C -3.149785 -3.332135 1.808629 0.04 0.10 -0.04 -0.001
C -2.186693 -2.360138 1.193176 -0.24 0.20 0.39 -0.003
N -1.929073 -1.201732 1.666553 0.05 -0.12 0.11 0.013
O -2.618647 -0.922023 2.840717 -0.12 0.09 0.10 0.005
C -1.498843 -2.719032 -0.044551 0.70 -0.25 -0.85 0.020
C -1.790810 -3.995944 -0.777186 0.15 0.14 0.03 0.003
N -0.637972 -1.859756 -0.498068 -3.37 -2.87 0.78 -0.020
O 0.064608 -1.928045 -1.578253 0.57 0.33 -0.18 -0.008
H -3.513251 -2.954173 2.758648 -0.02 -0.06 -0.04 0.000
H -2.670635 -4.298619 1.964247 -0.01 -0.03 -0.04 0.000
H -3.996394 -3.477675 1.135518 -0.02 -0.07 0.03 0.000
H -2.336787 -0.022310 3.039912 0.04 0.03 0.00 0.000
H -1.500341 -4.875793 -0.199385 -0.01 0.00 0.01 0.000
H -1.231907 -3.996254 -1.710903 -0.02 -0.02 0.01 0.000
H -2.855285 -4.080245 -1.002379 0.00 -0.02 0.01 0.002
F 2.795128 -1.575095 -1.309331 0.09 -0.06 -0.04 0.002
C 2.746262 -0.286955 -1.712024 -0.16 0.19 0.12 0.007
C 1.705897 0.530005 -1.282807 1.03 0.45 -0.73 -0.015
C 1.807417 1.838931 -1.735949 -0.06 -0.24 0.19 0.003
F 0.879480 2.748087 -1.368841 0.02 0.12 -0.08 0.001
C 2.819320 2.306171 -2.554909 0.00 0.04 -0.02 -0.003
F 2.843338 3.579434 -2.966083 0.02 0.06 0.00 -0.002
C 3.821993 1.442287 -2.952007 -0.06 -0.04 0.04 0.009
F 4.817258 1.873494 -3.726644 0.05 0.02 -0.07 0.003
C 3.785752 0.128194 -2.525394 -0.05 0.00 0.05 -0.002
F 4.752136 -0.717759 -2.896953 0.07 -0.03 -0.02 -0.001